No. 1
The following is a quantum chemistry calculation of C33H26Cl5F4N5Rb as an isolated structure, from the OMol25 dataset.

Values from the calculation:
**LUMO level**: 1.766 eV
**Energy relative to the best compared isomer or geometry (same formula, charge and spin)**: 25.73 kcal/mol
**DFT total energy**: -116229.4336 eV
**Multiplicity**: 1
**HOMO energy**: -3.8 eV
**Charge**: -1
**HOMO-LUMO gap**: 5.53 eV

Atoms and positions in Å:
Rb 0.105 -0.304 -0.497
C 2.135 -3.948 0.886
N 1.176 -3.450 -0.193
C 1.596 -3.944 -1.471
C -0.212 -3.980 0.163
C -0.756 -3.501 1.484
N -0.985 -2.044 1.603
C -1.643 -1.583 2.622
C -2.528 -0.502 2.501
F -2.469 0.237 1.350
C -3.608 -0.379 3.328
F -4.563 0.573 3.061
C -3.873 -1.260 4.396
C -2.815 -2.133 4.737
F -3.083 -2.982 5.774
C -1.638 -2.233 3.974
F -0.545 -2.878 4.387
H 1.865 -4.991 1.027
H 2.011 -3.431 1.847
H 3.205 -3.880 0.503
H 2.297 -4.822 -1.435
H 2.210 -3.152 -1.935
H 0.705 -4.104 -2.120
H -0.191 -5.072 0.151
H -0.864 -3.706 -0.694
H -0.111 -3.771 2.363
H -1.728 -4.037 1.602
H -4.805 -1.208 5.040
C 1.924 -0.388 3.331
C 1.955 1.081 2.986
C 2.852 1.873 3.682
C 2.968 3.207 3.243
C 2.088 3.705 2.284
C 1.209 2.797 1.640
N 1.218 1.471 1.885
C 0.101 3.417 0.871
C -0.262 4.782 1.178
C -1.155 5.379 0.336
C -1.764 4.729 -0.738
C -1.384 3.379 -0.949
N -0.513 2.780 -0.130
C -1.886 2.679 -2.149
C -2.056 3.389 -3.348
C -2.735 2.857 -4.441
C -3.117 1.509 -4.299
C -2.919 0.804 -3.107
C -3.361 -0.582 -2.826
N -2.241 1.366 -2.091
H 2.885 -0.843 3.197
H 1.112 -0.984 2.923
H 1.787 -0.310 4.405
H 3.244 1.489 4.581
H 3.711 3.857 3.596
H 2.092 4.785 2.051
H 0.115 5.297 2.061
H -1.463 6.375 0.620
H -2.472 5.256 -1.432
H -1.703 4.436 -3.348
H -2.943 3.431 -5.336
H -3.655 1.024 -5.113
H -4.463 -0.593 -2.903
H -3.157 -0.840 -1.780
H -2.857 -1.244 -3.539
Cl 3.603 0.686 -0.747
C 3.270 0.047 -2.303
C 2.181 -0.557 -2.735
C 1.815 -1.020 -3.910
Cl 0.186 -1.623 -4.334
C 2.831 -0.993 -4.854
Cl 2.678 -1.781 -6.323
C 4.054 -0.411 -4.583
Cl 5.369 -0.380 -5.694
C 4.252 0.135 -3.299
Cl 5.719 1.010 -3.011

Atom charges from the Mulliken analysis, given in e for atoms 1 to 2: 0.683, -1.103

***

No. 2
The following is a quantum chemistry calculation of C33H26ClF6N3OPSTc as an isolated structure, from the OMol25 dataset.

Values from the calculation:
**LUMO level (alpha / beta)**: -6.945 / -7.588 eV
**DFT total energy**: -92304.9286 eV
**Multiplicity**: 3
**HOMO energy (alpha / beta)**: -14.3 / -14.3 eV
**Charge**: +2
**HOMO-LUMO gap (alpha / beta)**: 7.35 / 6.68 eV

Atoms and positions in Å:
Tc -0.303 -1.156 -1.180
Cl 6.637 1.225 -1.405
C 5.188 0.306 -1.404
C 5.221 -1.060 -1.179
C 4.048 -1.805 -1.194
C 2.837 -1.190 -1.425
O 1.667 -1.967 -1.497
C 2.769 0.202 -1.625
C 1.598 1.034 -1.800
N 0.365 0.689 -1.661
C -0.724 1.614 -1.851
C -0.645 2.845 -2.442
C -1.794 3.659 -2.539
C -2.997 3.237 -2.048
C -3.109 1.960 -1.447
C -4.311 1.450 -0.898
C -4.334 0.210 -0.323
C -3.162 -0.559 -0.319
N -2.029 -0.112 -0.829
C -1.970 1.149 -1.374
C 3.973 0.923 -1.627
H 6.167 -1.553 -1.001
H 4.103 -2.872 -1.034
H 1.812 2.072 -2.044
H 0.283 3.213 -2.860
H -1.710 4.626 -3.013
H -3.874 3.866 -2.120
H -5.208 2.055 -0.938
H -5.237 -0.202 0.103
H -3.149 -1.564 0.081
H 3.948 1.992 -1.796
C -1.194 3.647 1.415
C -0.908 3.173 2.839
C -2.204 3.262 3.656
C 0.156 4.096 3.451
C -0.406 1.732 2.872
C -0.034 1.164 4.111
C 0.455 -0.114 4.221
C 0.566 -0.869 3.052
S 1.222 -2.454 2.855
C 0.923 -2.388 1.184
N 0.360 -1.259 0.769
C 0.172 -0.350 1.825
C -0.304 0.959 1.730
C 1.307 -3.506 0.313
C 1.289 -4.820 0.781
C 1.670 -5.864 -0.046
C 2.071 -5.615 -1.352
C 2.094 -4.314 -1.842
C 1.718 -3.299 -0.999
H -1.530 4.684 1.439
H -1.987 3.059 0.945
H -0.302 3.606 0.783
H -2.577 4.288 3.653
H -2.049 2.971 4.695
H -2.979 2.616 3.237
H -0.190 5.129 3.421
H 1.096 4.036 2.899
H 0.360 3.852 4.494
H -0.122 1.758 5.011
H 0.753 -0.516 5.179
H -0.571 1.374 0.772
H 0.948 -5.028 1.787
H 1.640 -6.879 0.326
H 2.352 -6.433 -2.000
H 2.378 -4.096 -2.863
F -0.343 -3.697 -3.236
P -1.824 -3.237 -2.938
F -2.321 -4.663 -2.597
F -3.140 -2.524 -2.444
F -2.216 -3.157 -4.432
F -1.127 -1.563 -3.039
F -1.258 -3.044 -1.242

Atom charges from the Mulliken analysis, given in e for atoms 1 to 2: 0.117, -0.156

***

No. 3
The following is a quantum chemistry calculation of C33H26IN7O3Pb as an isolated structure, from the OMol25 dataset.

Values from the calculation:
**LUMO level**: 4.160 eV
**Energy relative to the best compared isomer or geometry (same formula, charge and spin)**: 0.00 kcal/mol
**DFT total energy**: -64564.0837 eV
**Multiplicity**: 1
**HOMO energy**: -1.8 eV
**Charge**: -2
**HOMO-LUMO gap**: 5.95 eV

Atoms and positions in Å:
Pb 0.638 1.055 0.906
O 5.147 1.143 1.830
C 3.998 1.331 1.383
N 3.107 0.466 0.913
C 3.451 -0.878 0.699
C 4.779 -1.281 0.497
C 5.123 -2.592 0.208
C 4.131 -3.553 0.128
C 2.809 -3.183 0.321
C 2.422 -1.862 0.590
N 1.080 -1.458 0.677
C 0.081 -2.320 0.699
O 0.083 -3.574 0.813
C -1.312 -1.713 0.552
C -2.428 -2.539 0.684
C -3.687 -2.004 0.487
C -3.810 -0.659 0.166
C -2.655 0.099 0.072
N -1.445 -0.424 0.260
C 3.554 2.795 1.358
C 4.453 3.770 1.787
C 4.073 5.098 1.736
C 2.807 5.424 1.268
C 1.969 4.395 0.873
N 2.343 3.117 0.913
H 5.549 -0.533 0.581
H 6.166 -2.851 0.058
H 4.376 -4.591 -0.077
H 2.029 -3.919 0.269
H -2.272 -3.576 0.944
H -4.569 -2.628 0.585
H -4.776 -0.200 -0.001
H -2.678 1.161 -0.150
H 5.421 3.445 2.141
H 4.757 5.876 2.060
H 2.468 6.451 1.215
H 0.957 4.572 0.524
N 0.563 -2.484 -2.431
C 0.464 -3.633 -2.365
N 0.308 -4.958 -2.355
C -1.042 -5.505 -2.210
C -1.232 -6.100 -0.827
O -0.223 -7.074 -0.579
C 1.044 -6.421 -0.516
C 1.390 -5.815 -1.867
H -1.177 -6.288 -2.965
H -1.760 -4.708 -2.396
H -2.194 -6.613 -0.762
H -1.171 -5.307 -0.076
H 1.779 -7.182 -0.249
H 1.014 -5.644 0.253
H 1.539 -6.619 -2.596
H 2.300 -5.221 -1.802
I -0.556 1.515 -2.793
C 1.020 1.104 -1.381
H 1.784 1.845 -1.609
H 1.367 0.115 -1.675
N -7.702 8.197 -0.032
C -6.786 7.502 0.045
C -5.647 6.640 0.139
C -5.311 5.789 -0.918
C -4.212 4.963 -0.825
C -3.398 4.948 0.327
C -3.756 5.813 1.381
C -4.854 6.641 1.291
C -2.270 4.098 0.413
C -1.299 3.337 0.484
H -5.922 5.786 -1.813
H -3.946 4.308 -1.644
H -3.143 5.813 2.272
H -5.111 7.299 2.112

Atom charges from the Mulliken analysis, given in e for atoms 1 to 2: 1.035, -0.835

***

No. 4
The following is a quantum chemistry calculation of C33H26N3O12P3PdS3 as an isolated structure, from the OMol25 dataset.

Values from the calculation:
**LUMO level**: 3.291 eV
**Energy relative to the best compared isomer or geometry (same formula, charge and spin)**: 0.00 kcal/mol
**DFT total energy**: -127545.6629 eV
**Multiplicity**: 1
**HOMO energy**: -3.0 eV
**Charge**: -2
**HOMO-LUMO gap**: 6.31 eV

Atoms and positions in Å:
Pd -0.661 -2.165 1.395
O -1.465 -1.236 5.517
P -1.592 -0.738 3.980
O -1.600 0.748 3.974
O -0.470 -1.469 3.253
O -3.042 -1.251 3.551
P -3.677 -2.571 2.746
O -4.999 -2.781 3.695
O -4.185 -2.084 1.436
O -2.761 -3.713 2.931
H -1.609 -0.459 6.066
H -5.727 -2.407 3.191
O -1.629 -0.337 0.870
P -1.385 1.129 0.736
C -1.252 1.559 -1.020
C -0.341 2.469 -1.538
C -0.349 2.767 -2.897
C -1.277 2.165 -3.735
C -2.188 1.251 -3.220
C -2.170 0.941 -1.870
C -2.877 2.017 1.238
C -3.049 3.375 0.991
C -4.237 4.001 1.336
C -5.262 3.258 1.910
C -5.097 1.899 2.136
C -3.904 1.271 1.805
C 0.055 1.858 1.520
C 1.308 1.404 1.113
C 2.452 1.976 1.646
C 2.349 2.982 2.595
C 1.101 3.420 3.014
C -0.048 2.859 2.480
H 0.389 2.934 -0.887
H 0.378 3.461 -3.299
H -1.279 2.397 -4.793
H -2.898 0.759 -3.874
H -2.858 0.207 -1.463
H -2.253 3.949 0.527
H -4.366 5.061 1.152
H -6.194 3.743 2.178
H -5.896 1.318 2.579
H -3.760 0.211 1.981
H 1.376 0.596 0.394
H 3.428 1.637 1.336
H 3.251 3.405 3.021
H 1.020 4.185 3.777
H -1.021 3.160 2.842
S 5.790 -1.617 3.510
C 4.463 -2.241 2.688
S 3.014 -2.756 3.469
C 2.297 -3.188 1.935
N 3.078 -2.948 0.934
N 4.271 -2.389 1.358
C 5.119 -1.932 0.305
C 6.499 -2.061 0.374
C 7.271 -1.606 -0.686
C 6.677 -1.034 -1.800
C 5.293 -0.922 -1.861
C 4.506 -1.370 -0.811
S 0.751 -3.977 1.863
H 6.953 -2.500 1.249
H 8.349 -1.704 -0.635
H 7.286 -0.678 -2.622
H 4.817 -0.482 -2.728
H 3.425 -1.301 -0.845
O -0.818 -2.726 -0.526
C -0.131 -1.943 -1.252
O 0.758 -1.163 -0.900
C -0.559 -1.861 -2.703
C -1.781 -2.379 -3.110
C -2.211 -2.230 -4.424
C -1.415 -1.579 -5.351
C -0.191 -1.087 -4.920
C 0.254 -1.203 -3.618
N 0.651 -0.374 -5.894
O 0.214 -0.216 -7.024
O 1.740 0.026 -5.533
H -2.393 -2.876 -2.367
H -3.174 -2.623 -4.725
H -1.722 -1.446 -6.376
H 1.188 -0.774 -3.289

Atom charges from the Mulliken analysis, given in e for atoms 1 to 2: 0.875, -0.588

***

No. 5
The following is a quantum chemistry calculation of C33H27BrFeN6O2 as an isolated structure, from the OMol25 dataset.

Values from the calculation:
**LUMO level (alpha / beta)**: -2.104 / -2.111 eV
**DFT total energy**: -152121.1541 eV
**Multiplicity**: 1
**HOMO energy (alpha / beta)**: -6.6 / -6.6 eV
**Charge**: 0
**HOMO-LUMO gap (alpha / beta)**: 4.49 / 4.48 eV

Atoms and positions in Å:
Fe 0.539 1.202 -0.324
O 4.963 -1.660 0.802
C 5.330 -0.372 1.111
C 6.531 -0.077 1.735
C 6.835 1.241 2.041
C 5.942 2.254 1.729
C 4.743 1.945 1.102
C 4.424 0.633 0.783
C 3.122 0.309 0.069
O 2.415 1.431 -0.222
N 2.295 -0.571 0.935
N 1.020 -0.196 1.063
C 0.414 -0.670 2.211
C -0.881 -0.693 2.438
Br 0.010 2.777 1.356
C -2.144 -0.722 2.756
C -3.068 -1.833 2.459
C -4.431 -1.666 2.679
C -5.325 -2.683 2.380
C -4.863 -3.883 1.860
C -3.501 -4.061 1.647
C -2.610 -3.045 1.943
H 5.685 -2.260 1.015
H 7.223 -0.875 1.980
H 7.774 1.471 2.528
H 6.175 3.282 1.973
H 4.025 2.711 0.846
H 3.347 -0.283 -0.836
H 2.733 -0.982 1.751
H 1.087 -1.064 2.972
H -2.567 0.151 3.246
H -4.793 -0.724 3.074
H -6.384 -2.535 2.549
H -5.559 -4.676 1.621
H -3.133 -4.997 1.245
H -1.550 -3.181 1.769
C -5.251 1.501 -0.466
C -4.775 0.715 -1.507
C -3.453 0.307 -1.526
C -2.576 0.643 -0.486
C -3.056 1.457 0.537
C -4.378 1.877 0.542
N -1.229 0.220 -0.547
C -0.950 -0.990 -1.082
C -1.780 -2.149 -1.067
C -1.373 -3.296 -1.691
C -0.154 -3.388 -2.405
C 0.657 -2.289 -2.478
C 0.274 -1.129 -1.794
N 0.857 0.110 -1.877
N 1.456 0.565 -2.883
C 1.491 1.975 -2.785
C 2.137 2.714 -3.760
C 2.026 4.093 -3.704
C 1.274 4.674 -2.696
C 0.667 3.862 -1.750
N 0.768 2.537 -1.795
H -6.283 1.829 -0.452
H -5.431 0.432 -2.320
H -3.089 -0.277 -2.361
H -2.382 1.779 1.311
H -4.724 2.513 1.348
H -2.720 -2.110 -0.537
H -2.009 -4.171 -1.634
H 0.125 -4.319 -2.877
H 1.594 -2.300 -3.019
H 2.694 2.202 -4.530
H 2.519 4.707 -4.446
H 1.156 5.746 -2.628
H 0.099 4.257 -0.920

Atom charges from the Mulliken analysis, given in e for atoms 1 to 2: -0.907, -0.544

***

No. 6
The following is a quantum chemistry calculation of C33H27CrN2O3 as an isolated structure, from the OMol25 dataset.

Values from the calculation:
**LUMO level (alpha / beta)**: -5.600 / -7.866 eV
**DFT total energy**: -72183.4928 eV
**Multiplicity**: 4
**HOMO energy (alpha / beta)**: -12.3 / -13.7 eV
**Charge**: +2
**HOMO-LUMO gap (alpha / beta)**: 6.70 / 5.87 eV

Atoms and positions in Å:
C -1.099 -3.843 0.481
N -0.631 -2.640 1.145
C -1.309 -1.470 1.157
H -1.177 -0.542 -0.809
C -2.772 -1.482 1.247
C -3.269 -1.957 2.474
C -4.618 -2.132 2.656
C -5.476 -1.807 1.596
C -5.005 -1.293 0.387
C -3.641 -1.105 0.202
N -0.569 -0.572 1.898
C -0.904 0.812 2.187
C 0.486 -1.259 2.539
C 0.466 -2.570 2.040
C 0.969 -3.642 2.755
C 1.554 -3.385 4.009
C 1.604 -2.075 4.503
C 1.064 -0.989 3.776
H -0.315 -4.599 0.538
H -2.026 -4.248 0.946
H -1.290 -3.599 -0.583
H -2.553 -2.191 3.275
H -4.965 -2.505 3.616
H -6.543 -1.942 1.758
H -5.700 -1.028 -0.411
H -3.216 -0.658 -0.692
H -0.469 1.106 3.153
H -0.461 1.460 1.420
H -1.987 1.003 2.232
H 0.895 -4.634 2.309
H 1.938 -4.211 4.621
H 2.030 -1.932 5.498
H 1.115 0.035 4.148
O 4.004 5.389 -0.472
C 4.084 4.271 -0.790
Cr 4.044 2.390 -1.005
C 2.422 2.609 -0.083
O 1.389 2.690 0.477
C 4.782 2.287 0.742
O 5.065 2.360 1.874
C 5.659 2.138 -2.424
C 4.547 2.682 -3.091
C 3.304 2.058 -2.941
C 3.162 0.850 -2.211
C 1.769 0.357 -2.026
C 0.588 0.097 -1.871
C -0.799 -0.315 -1.787
C -1.687 0.765 -2.332
C -2.959 0.440 -2.805
C -3.829 1.455 -3.240
C -3.377 2.753 -3.525
C -2.066 3.068 -3.139
C -1.252 2.093 -2.525
C 4.273 0.342 -1.514
C 5.533 0.958 -1.664
H 6.615 2.656 -2.462
H 4.596 3.583 -3.712
H 2.397 2.452 -3.391
H -0.824 -1.220 -2.414
H -3.312 -0.585 -2.862
H -4.878 1.257 -3.393
H -4.025 3.595 -3.856
H -1.652 4.056 -3.322
H -0.248 2.391 -2.225
H 4.145 -0.553 -0.903
H 6.405 0.526 -1.181

Atom charges from the Mulliken analysis, given in e for atoms 1 to 2: -0.876, 0.704